[1]
Formula: C13H16N
Source: the Open Molecules 2025 dataset
Level of theory: the ωB97M-V functional and the def2-TZVPD basis

Calculated values
ΔE to the lowest compared entry with this formula, charge and spin (eV): 8.7676
Frontier orbital gap (Ha): 0.298
Total energy (a.u.): -559.12438

The geometry in ORCA input format:
```
! wB97M-V def2-TZVPD RIJCOSX def2/J DEFGRID3
* xyz 1 1
C -0.3992 -0.7734 2.3788
C 0.7156 -1.5496 2.7390
C -0.8902 -1.3243 0.3054
C -2.0682 -0.4422 0.0341
C 0.6273 1.4525 -1.4348
C 1.5516 0.6045 -0.6688
C 1.0503 1.9100 -0.0712
C -1.8618 0.7943 -0.6840
C -0.8652 1.0746 -1.7915
C -1.5077 0.7537 0.7887
C 0.9899 0.6320 0.6838
C 1.0769 -1.6694 4.0381
C -0.7709 0.0597 -3.0677
N -0.2832 -0.0591 1.1105
H 1.2794 -1.9114 1.9756
H -1.3341 -2.0327 1.0713
H -0.2003 -1.5739 -0.4505
H -3.1115 -0.8236 0.0705
H 1.1921 2.0642 -2.1539
H 2.5107 0.1558 -0.8186
H 1.5912 2.7606 0.1489
H -2.7146 1.4231 -0.9313
H -1.3277 1.9702 -2.3249
H -2.0783 1.2565 1.6375
H 1.8647 0.4010 1.4136
H 1.8781 -2.2237 4.4955
H 0.4157 -1.3801 4.8773
H -0.1293 -0.9283 -2.8106
H -0.1899 0.4520 -3.9344
H -1.7109 -0.1396 -3.5052
*
```

=====

[2]
Formula: C23H77FMnN25O14
Source: the Open Molecules 2025 dataset
Level of theory: the ωB97M-V functional and the def2-TZVPD basis

Calculated values
Frontier orbital gap (Ha): 0.276
Total energy (a.u.): -4595.79314

The geometry in ORCA input format:
```
! wB97M-V def2-TZVPD RIJCOSX def2/J DEFGRID3
* xyz 1 6
Mn 2.4116 0.2415 -1.3926
F 0.6800 -0.3818 -0.3341
C 0.9693 -0.6836 -4.1226
O 1.3276 -0.1571 -3.1102
N 1.4752 -1.8283 -4.5214
N 0.1250 -0.2196 -4.9804
H 1.5605 -1.9929 -5.5142
H 2.0829 -2.2793 -3.8526
H -0.4733 0.5567 -4.7368
H -0.0058 -0.8638 -5.7473
C -1.2204 3.0549 0.3149
O -0.0894 3.4684 0.5603
N -1.5900 1.8172 0.2020
N -2.2266 3.8933 0.3069
H -0.9720 1.0266 0.3166
H -2.5903 1.6812 0.2332
H -2.0031 4.8667 0.4569
H -3.1940 3.6447 0.1570
C 3.6079 -0.0044 1.6297
O 3.5912 0.3077 0.4233
N 2.5373 0.0955 2.3365
N 4.6727 -0.5109 2.2801
H 2.5805 -0.4429 3.1900
H 1.7758 0.5700 1.8726
H 5.4610 -0.7751 1.7067
H 4.7084 -0.7905 3.2500
C 2.6811 -2.8149 -1.2393
O 3.0345 -1.6575 -1.4862
N 1.5148 -3.0783 -0.7023
N 3.4621 -3.8719 -1.1683
H 1.4382 -3.9174 -0.1454
H 0.9072 -2.2951 -0.5089
H 3.0091 -4.7248 -0.8725
H 4.4638 -3.7436 -1.1816
C 1.8834 -6.5412 0.0445
O 2.8130 -5.9847 0.4529
N 0.6786 -6.1268 0.0909
N 1.8259 -7.5633 -0.7609
H -0.0577 -6.6918 -0.3077
H 0.4525 -5.2251 0.4857
H 0.9685 -7.8988 -1.1760
H 2.6791 -8.0532 -0.9890
C -2.6241 1.9137 -3.7074
O -1.9220 1.9689 -4.7016
N -2.9592 2.9370 -3.0560
N -3.1271 0.8024 -3.2637
H -2.4016 3.7544 -3.2589
H -3.6309 2.9164 -2.3021
H -3.5915 0.6847 -2.3746
H -3.0568 0.0026 -3.8765
C -5.2736 0.3794 0.7453
O -4.8964 -0.2282 1.7096
N -4.7383 0.2167 -0.3931
N -6.2017 1.2093 0.6601
H -4.8926 1.0846 -0.8862
H -3.9828 -0.4401 -0.5266
H -6.5604 1.5084 1.5557
H -5.9565 1.9326 -0.0008
C 5.2091 1.1594 -2.7908
O 4.1018 0.7861 -2.4217
N 5.8275 2.2548 -2.4863
N 5.9587 0.4928 -3.6990
H 5.4813 2.7077 -1.6526
H 6.7073 2.5329 -2.8971
H 6.8497 0.7173 -4.1184
H 5.5702 -0.4014 -3.9630
C 1.7797 0.0056 5.8410
O 2.1353 0.8346 6.6720
N 0.9445 0.0767 4.8424
N 2.2745 -1.1579 5.9065
H 0.7699 -0.6861 4.2038
H 0.5220 0.9482 4.5562
H 2.9462 -1.4179 6.6144
H 2.1158 -1.7804 5.1271
C 2.4277 -3.6230 3.2407
O 1.8619 -2.7317 3.8443
N 1.8836 -4.7665 2.9780
N 3.5472 -3.3416 2.6121
H 2.4921 -5.4248 2.5127
H 0.9440 -5.0025 3.2634
H 3.9823 -3.8385 1.8480
H 3.7786 -2.3721 2.7750
C -1.2626 -1.6000 2.4568
O -1.5217 -1.9141 3.6268
N -2.1135 -0.9857 1.7211
N -0.1593 -1.8951 1.8898
H -3.0553 -0.8949 2.0745
H -1.8696 -0.9860 0.7410
H 0.0937 -1.4537 1.0173
H 0.4793 -2.5313 2.3453
C -1.5151 4.7025 3.8674
C -1.6511 3.1681 4.0158
C -2.9818 2.5804 3.5088
O -4.1100 3.1178 4.1917
C -5.3963 3.2755 3.5170
N -0.4793 2.5445 3.4066
H -0.7495 5.0143 4.5779
H -2.4259 5.2995 3.9119
H -1.0843 4.9756 2.9041
H -1.5746 2.9217 5.0748
H -2.8950 1.4983 3.6071
H -3.0763 2.8542 2.4580
H -5.3917 3.9882 2.6923
H -6.1067 3.6705 4.2432
H -5.7215 2.2832 3.2044
H 0.3433 3.0707 3.6647
H -0.5572 2.6774 2.4085
C 0.4359 3.1269 -2.7044
C 1.9872 3.1145 -2.3280
C 2.6148 4.5483 -2.3267
O 1.9475 5.5127 -1.4824
C 2.5442 5.5624 -0.1500
N 2.0477 2.3733 -1.0280
H -0.0497 2.1555 -2.6114
H 0.3683 3.3632 -3.7663
H -0.1344 3.8739 -2.1524
H 2.4104 2.4684 -3.0972
H 2.6849 4.8995 -3.3562
H 3.6625 4.5091 -2.0288
H 1.8537 6.0035 0.5688
H 3.5260 6.0308 -0.0807
H 2.6067 4.5751 0.3077
H 1.2371 2.8264 -0.6308
H 2.6327 2.9817 -0.4734
C -2.1147 -3.6928 -0.4583
C -2.1013 -2.8195 -1.7523
C -3.2732 -3.0501 -2.6660
O -3.1666 -2.1537 -3.8177
C -4.2669 -1.8409 -4.6081
N -1.8938 -1.4265 -1.3435
H -1.0967 -3.8763 -0.1146
H -2.5409 -4.6675 -0.6957
H -2.7313 -3.2688 0.3342
H -1.2036 -3.1715 -2.2605
H -4.1665 -2.7955 -2.0956
H -3.4579 -4.0677 -3.0101
H -4.8505 -2.6459 -5.0548
H -3.9295 -1.2521 -5.4610
H -4.9188 -1.1715 -4.0468
H -2.2102 -0.9193 -2.1576
H -0.9231 -1.2077 -1.1708
*
```

=====

[3]
Formula: C3H5Cl
Source: the Open Molecules 2025 dataset
Level of theory: the ωB97M-V functional and the def2-TZVPD basis

Calculated values
SMILES: C/C=C/Cl
ΔE to the lowest compared entry with this formula, charge and spin (eV): 1.5886
Frontier orbital gap (Ha): 0.380
Total energy (a.u.): -577.41482

The geometry in ORCA input format:
```
! wB97M-V def2-TZVPD RIJCOSX def2/J DEFGRID3
* xyz 0 1
C -0.2056 -0.3788 0.1562
C -1.1620 0.5050 -0.0537
C 1.2911 -0.1463 -0.0145
Cl -3.1767 -0.0975 0.1870
H -0.3375 -1.3649 0.2112
H -1.2589 1.5043 -0.2620
H 1.5674 -0.0110 -1.1810
H 1.4727 0.8976 0.4347
H 1.8096 -0.9083 0.5222
*
```

=====

[4]
Formula: C10H13NO
Source: the Open Molecules 2025 dataset
Level of theory: the ωB97M-V functional and the def2-TZVPD basis

Calculated values
SMILES: Cc1c[nH]c2ccccc12.CO
ΔE to the lowest compared entry with this formula, charge and spin (eV): 3.1325
Frontier orbital gap (Ha): 0.310
Total energy (a.u.): -518.72778

The geometry in ORCA input format:
```
! wB97M-V def2-TZVPD RIJCOSX def2/J DEFGRID3
* xyz 0 1
C 1.3949 0.3480 3.8693
C -0.2167 -1.3357 2.7695
C -0.2315 -0.7802 0.6131
C 0.6266 -0.2941 2.7035
C 0.3976 0.2630 1.3545
C -0.3770 -0.5077 -0.7726
C -0.0687 0.7047 -1.3572
C 0.6958 1.5479 0.9351
C 0.3724 1.7306 -0.4898
N -0.7193 -1.7047 1.5539
H -1.1330 -2.6663 1.2613
H -0.4936 -2.0150 3.5501
H -0.7590 -1.2986 -1.3766
H 2.4805 0.5734 3.7900
H 1.1690 -0.0348 4.8585
H -0.2517 0.6939 -2.4773
H 1.2101 2.0876 1.6150
H 0.5662 2.8478 -0.7491
H 0.9725 1.4673 3.7876
C -1.3228 0.4250 -4.7565
O -0.1945 -0.4295 -4.4062
H 0.2994 -0.7827 -5.1808
H -2.2919 -0.1338 -4.4853
H -1.1863 1.0047 -5.6647
H -1.6145 1.0165 -3.7696
*
```

=====

[5]
Formula: C2H24MnO17
Source: the Open Molecules 2025 dataset
Level of theory: the ωB97M-V functional and the def2-TZVPD basis

Calculated values
ΔE to the lowest compared entry with this formula, charge and spin (eV): 1.3651
Frontier orbital gap (spin up / spin down) (Ha): 0.318 / 0.323
Total energy (a.u.): -2520.80271

The geometry in ORCA input format:
```
! wB97M-V def2-TZVPD RIJCOSX def2/J DEFGRID3
* xyz 0 6
Mn 1.0226 0.8714 2.2182
C -1.1414 2.3464 2.5232
O -0.5074 2.3704 1.4712
O -2.2144 3.1954 2.7132
O -0.7214 1.6304 3.4282
H -2.3684 3.4514 1.8242
C -0.2334 -0.2546 0.0222
O -1.1404 -0.3906 -0.8148
O 1.0416 0.0814 -0.3008
O -0.5124 -0.3596 1.2242
H 1.1686 -0.2306 -1.1808
O -3.1194 1.7384 -1.1448
H -2.4624 1.0474 -0.9358
H -4.0024 1.3024 -1.2178
O 1.6916 -1.4246 -2.4468
H 0.8896 -1.8306 -2.7268
H 2.1586 -1.6156 -3.3088
O 2.1736 2.4384 1.2572
H 2.0636 3.2204 0.7352
H 2.9836 2.0764 0.7932
O 3.9566 1.0364 -2.3868
H 4.2806 1.8904 -2.6968
H 2.9876 1.0014 -2.3938
O -3.4614 0.0704 1.1372
H -3.2904 -0.1536 2.0842
H -2.5974 0.3814 0.9062
O -1.2284 -0.3906 -3.9528
H -0.3454 -0.7496 -4.1858
H -1.0734 -0.1436 -3.0518
O 1.5896 -3.1366 0.2962
H 1.8456 -4.0106 0.0022
H 2.0076 -2.4686 -0.2088
O 1.4036 1.7254 -2.7508
H 0.6626 2.2944 -2.4288
H 1.3036 1.6564 -3.6938
O 0.9016 -0.6516 3.7672
H 0.6316 -1.5096 3.3752
H 1.4246 -0.8926 4.4972
O -0.1884 -2.8396 2.3822
H 0.4676 -3.1946 1.7672
H -0.7674 -2.3516 1.8502
O -2.2194 -2.7126 0.4262
H -2.0044 -1.7876 0.2232
H -3.0584 -2.7276 0.9032
*
```

=====

[6]
Formula: C7H18FI2OP2Pt
Source: the Open Molecules 2025 dataset
Level of theory: the ωB97M-V functional and the def2-TZVPD basis

Calculated values
ΔE to the lowest compared entry with this formula, charge and spin (eV): 0.3416
Frontier orbital gap (spin up / spin down) (Ha): 0.247 / 0.222
Total energy (a.u.): -1848.75728

The geometry in ORCA input format:
```
! wB97M-V def2-TZVPD RIJCOSX def2/J DEFGRID3
* xyz 3 5
I -2.7552 0.0316 -0.1068
I 2.7229 0.0744 0.5160
Pt -0.0899 0.1320 -0.0407
P -0.0200 -2.3742 -0.1878
C -0.1993 -3.2454 1.4124
C -1.2996 -3.0041 -1.2507
H -1.0833 -4.0588 -1.4667
H 1.3679 -4.0657 -1.1578
H -1.3024 -2.4252 -2.1760
H 1.7533 -2.4359 -1.8019
H -1.1527 -2.9551 1.8704
H -2.2757 -2.9098 -0.7704
C 1.5231 -3.0079 -0.8982
H -0.1801 -4.3178 1.2516
H 2.3601 -2.9144 -0.2004
H 0.6145 -2.9616 2.0940
P -0.0197 2.4037 -0.1730
C -0.2283 3.3075 1.4024
C 1.4993 3.0932 -0.9081
H -1.3276 2.4729 -2.1827
H -1.1118 4.1147 -1.4898
H -2.2982 2.9683 -0.7787
C -1.3221 3.0617 -1.2614
H 1.7297 2.5237 -1.8131
H 1.3371 4.1494 -1.1614
H -0.2192 4.3944 1.2357
H 0.5858 3.0404 2.0840
H 2.3353 2.9972 -0.2106
H -1.1822 3.0196 1.8560
C -0.2917 0.0884 1.9406
O -0.3794 0.0395 3.0547
F 0.9094 -1.2368 1.3186
*
```

=====

[7]
Formula: C6H24F2InNO10S2
Source: the Open Molecules 2025 dataset
Level of theory: the ωB97M-V functional and the def2-TZVPD basis

Calculated values
Frontier orbital gap (spin up / spin down) (Ha): 0.081 / 0.093
Total energy (a.u.): -2234.83223

The geometry in ORCA input format:
```
! wB97M-V def2-TZVPD RIJCOSX def2/J DEFGRID3
* xyz 3 2
In -2.5699 1.7750 -2.0717
N -0.5622 0.0354 -0.9733
S -0.2162 -0.7106 0.2815
O 0.6825 -0.1296 1.2385
O -0.3178 -2.1484 0.2741
F -1.6252 -0.4113 1.0292
S 0.9719 -0.4252 -1.5749
O 0.9577 -1.7183 -2.2242
O 2.2231 0.1075 -1.0077
F 0.8758 0.5341 -2.8622
C -4.6420 0.2531 1.0164
O -4.5589 0.0891 -0.3757
H -4.4411 -0.6852 1.5336
H -4.1633 1.0813 1.5388
H -5.6614 0.4728 1.3337
H -5.2734 -0.5190 -0.5792
C 3.4527 4.3432 -1.7913
O 2.6797 3.1266 -1.6220
H 3.5380 4.5608 -2.8560
H 2.7750 5.1106 -1.4172
H 4.4633 4.3464 -1.3831
H 2.8829 2.8333 -0.7307
C -2.0309 -4.8369 0.8066
O -3.1079 -5.3386 1.5621
H -1.3521 -4.2075 1.3822
H -1.3602 -5.6582 0.5541
H -2.3941 -4.4381 -0.1406
H -2.9059 -5.8498 2.3492
C 0.1214 3.1299 0.4613
O -1.2455 3.1694 0.2787
H 0.4838 2.2757 -0.1107
H 0.6850 3.9428 0.0033
H 0.2821 2.8797 1.5099
H -1.6511 3.8105 0.8669
C -0.0615 -0.8567 4.7143
O 1.0618 -1.2938 5.4920
H -0.1535 -1.4271 3.7901
H -1.0100 -0.9525 5.2427
H -0.0033 0.1925 4.4247
H 1.3061 -2.1628 5.1652
C 3.9519 -0.7716 -4.0399
O 2.9807 -0.1197 -4.8750
H 4.9693 -0.7001 -4.4247
H 3.9442 -0.1789 -3.1252
H 3.7996 -1.8268 -3.8132
H 2.2189 -0.7034 -4.8505
*
```

=====

[8]
Formula: C11H14Si
Source: the Open Molecules 2025 dataset
Level of theory: the ωB97M-V functional and the def2-TZVPD basis

Calculated values
SMILES: C[Si@@]1(c2ccccc2)C=CCC1
ΔE to the lowest compared entry with this formula, charge and spin (eV): 1.8236
Frontier orbital gap (Ha): 0.363
Total energy (a.u.): -716.98718

The geometry in ORCA input format:
```
! wB97M-V def2-TZVPD RIJCOSX def2/J DEFGRID3
* xyz 0 1
C -0.7957 3.4196 1.5468
C 0.3964 2.7808 1.9803
C -1.6387 2.7562 0.6054
C 0.6539 1.5655 1.5407
C -1.2149 1.5114 0.1263
C -0.0674 0.8898 0.5990
C -0.5806 -1.5098 -2.3784
C 0.2095 -0.5980 -1.8983
C -0.9069 -2.6390 -1.4312
C -0.4684 -2.2247 -0.0134
C 2.4113 -1.1767 0.2526
Si 0.6485 -0.7179 -0.1199
H -1.2045 4.1446 2.2208
H 1.0139 3.1751 2.7066
H -2.5959 3.2054 0.3637
H 1.5292 1.0541 1.9192
H -1.8509 1.0612 -0.6081
H -1.0043 -1.6297 -3.3936
H 0.6606 0.1038 -2.5320
H -1.9543 -2.5985 -1.5081
H -0.4125 -3.5460 -1.9293
H -1.3081 -1.9077 0.5414
H 0.0988 -3.1971 0.4631
H 2.7157 -0.7027 1.1391
H 2.4643 -2.2686 0.4026
H 3.2010 -0.9511 -0.5954
*
```

=====

[9]
Formula: C25H52F7N7O12PS
Source: the Open Molecules 2025 dataset
Level of theory: the ωB97M-V functional and the def2-TZVPD basis

Calculated values
Frontier orbital gap (Ha): 0.284
Total energy (a.u.): -3708.21797

The geometry in ORCA input format:
```
! wB97M-V def2-TZVPD RIJCOSX def2/J DEFGRID3
* xyz -1 1
C -0.0094 -1.2150 -2.9867
C 0.4374 0.3263 -2.7747
P 1.7861 0.6542 -1.4327
O 2.6959 1.8870 -2.3341
N 3.1284 1.4612 -3.5033
O 2.8357 2.2435 -4.4012
S 3.0517 -1.0257 -1.8375
O 3.1454 -1.5187 -3.2914
O 2.3590 -2.2285 -1.0706
C 4.7561 -0.9634 -0.9881
F 5.2546 -2.3852 -1.1802
F 4.6664 -0.8452 0.4951
C 5.8723 -0.0539 -1.7221
F 7.1855 -0.7800 -1.5148
F 5.7304 -0.0224 -3.2270
C 6.1153 1.4640 -1.2391
F 5.6101 2.5297 -2.1838
F 5.6551 1.8561 0.1017
F 7.6127 1.6828 -1.2284
O 2.7290 1.3316 -0.0853
C 1.8314 1.7462 1.0278
C 0.5017 0.8063 0.8104
O 0.6818 -0.1416 -0.3182
H -1.1288 -1.1973 -3.4040
H 0.6112 -1.7563 -3.8511
H -0.0304 -1.9122 -2.0564
H 0.6458 0.7965 -3.8198
H -0.5355 0.8947 -2.3727
H 0.9326 1.8153 -1.1354
H 1.7353 2.9225 0.9051
H 2.4953 1.5702 1.9951
H -0.3958 1.5613 0.7164
H 0.3434 0.3507 1.8948
C -3.5866 0.5783 1.3466
O -2.9061 1.5917 1.2518
N -3.7119 -0.1978 2.4791
C -4.5399 -1.3851 2.5084
C -2.9944 0.1842 3.6780
H -4.1739 0.1972 0.4951
H -5.3098 -1.2601 3.2750
H -3.9128 -2.2471 2.7533
H -5.0205 -1.5539 1.5409
H -3.3121 1.1868 3.9791
H -1.9224 0.2050 3.4600
H -3.1917 -0.5233 4.4880
C -0.2158 4.7504 3.2053
O -0.2579 3.6263 3.6888
N -1.1467 5.2839 2.3396
C -1.0232 6.6261 1.8114
C -2.2843 4.4789 1.9449
H 0.6061 5.4472 3.4381
H -1.9012 7.2057 2.1103
H -0.9710 6.5729 0.7202
H -0.1227 7.1172 2.1903
H -2.8495 4.1984 2.8386
H -1.9242 3.5689 1.4557
H -2.9309 5.0339 1.2596
C 1.1778 1.1187 7.3068
O 0.4225 0.4932 6.5738
N 1.0516 2.4518 7.6349
C 1.9909 3.1188 8.5118
C -0.0536 3.2107 7.0868
H 2.0514 0.6391 7.7778
H 1.4502 3.5047 9.3806
H 2.4543 3.9472 7.9685
H 2.7703 2.4308 8.8504
H -0.9939 2.7469 7.3993
H 0.0050 3.1870 5.9945
H -0.0207 4.2468 7.4348
C -7.0931 -3.2361 -0.0369
O -6.3231 -2.9649 0.8757
N -6.7842 -3.9970 -1.1443
C -7.7557 -4.2721 -2.1819
C -5.4475 -4.5390 -1.2762
H -8.1346 -2.8752 -0.0381
H -7.8923 -5.3544 -2.2599
H -7.3799 -3.8789 -3.1308
H -8.7174 -3.8042 -1.9549
H -5.2377 -5.1826 -0.4167
H -4.7280 -3.7148 -1.2830
H -5.3545 -5.1165 -2.2000
C 5.0603 1.3492 -8.5228
O 4.7817 1.3393 -9.7151
N 5.0664 2.4643 -7.7122
C 5.4087 2.3902 -6.3074
C 4.7203 3.7506 -8.2809
H 5.3382 0.4258 -7.9887
H 4.5585 2.7443 -5.7175
H 6.2773 3.0283 -6.1213
H 5.6471 1.3644 -6.0137
H 3.7073 3.6980 -8.6907
H 5.4172 3.9804 -9.0925
H 4.7694 4.5348 -7.5204
C -2.9473 -6.4577 0.8379
O -4.0786 -6.4654 0.3696
N -1.8480 -7.0779 0.2833
C -0.5405 -7.0204 0.9024
C -2.0030 -7.8100 -0.9568
H -2.7168 -5.9307 1.7783
H 0.1605 -6.5533 0.2049
H -0.2117 -8.0387 1.1285
H -0.5681 -6.4383 1.8276
H -2.3696 -7.1280 -1.7297
H -2.7398 -8.6057 -0.8109
H -1.0497 -8.2441 -1.2707
*
```